A molecular structure, C24H46Cl2N3O4ScSi in a non-equilibrium geometry. Source: the OMol25 dataset; level of theory: wB97M-V/def2-TZVPD.

```
81
Properties=species:S:1:pos:R:3:lowdin_charge:R:1
C -2.8367 -1.0612 -5.6160 -0.030
C -2.9112 -0.3717 -4.2615 -0.412
H -3.8006 -1.4504 -5.9880 0.076
H -2.0859 -1.8566 -5.5824 0.059
H -2.5104 -0.2999 -6.3564 0.096
C -3.9718 0.4804 -3.9676 -0.212
C -5.2585 0.4404 -4.6908 -0.199
H -3.8005 1.3553 -3.3522 0.048
H -5.7764 -0.5104 -4.4957 0.051
H -5.1327 0.5157 -5.7864 0.049
H -5.9212 1.2548 -4.3623 0.058
Sc 0.7888 -0.8087 1.0269 0.467
Cl 0.6803 -2.9374 2.1313 0.085
C 1.0922 2.2426 0.6111 -0.217
O 0.5424 1.2524 1.1740 -0.122
N 0.9014 3.4697 1.0669 -0.157
C -0.0821 3.7296 2.1124 -0.012
C 1.5953 4.5996 0.4671 -0.027
H 1.7594 2.1246 -0.2563 0.139
H -0.0893 2.9233 2.8543 0.099
H -1.0950 3.8531 1.6992 0.097
H 0.2005 4.6697 2.5938 0.090
H 2.4154 4.1891 -0.1367 0.100
H 1.9897 5.2366 1.2690 0.095
H 0.9124 5.1789 -0.1751 0.089
H 4.5332 -1.9495 5.1437 0.094
H 5.7472 -3.5469 3.4111 0.090
C 3.6842 -1.9251 4.4497 -0.027
C 4.8253 -3.4482 2.8239 -0.034
N 4.1365 -2.1907 3.0849 -0.177
H 3.1926 -0.9489 4.4723 0.094
C 3.7268 -1.4123 2.0757 -0.247
O 2.6206 -0.7897 2.1081 -0.197
H 5.0592 -3.5029 1.7533 0.097
H 4.4133 -1.3244 1.2144 0.156
H 2.9797 -2.7056 4.7569 0.093
H 4.1807 -4.2972 3.0990 0.101
H -3.1850 -2.0967 -0.5503 0.074
H -4.8472 0.4320 -0.6964 0.096
C -3.5655 -1.8230 0.4446 -0.035
C -4.6164 0.4053 0.3829 -0.039
N -3.4270 -0.3943 0.6522 -0.156
H -2.9846 -2.3222 1.2203 0.093
C -2.2829 0.0804 1.1775 -0.275
O -1.3664 -0.6638 1.6134 -0.181
H -4.4913 1.4403 0.7268 0.090
H -2.1995 1.1746 1.1598 0.135
H -4.6230 -2.0958 0.4909 0.102
H -5.4706 -0.0611 0.8997 0.096
O -2.1405 -1.1493 -3.1089 -0.226
C -1.5313 -0.0308 -3.6983 -0.317
C -2.2298 1.4980 -1.7849 -0.086
C -1.3856 1.2120 -2.8844 -0.199
H -2.9491 0.7309 -1.4722 0.080
C -2.2864 2.7983 -1.2753 -0.093
H -0.7476 -0.2887 -4.4220 0.138
C -0.4675 2.1943 -3.3002 -0.034
H -3.0619 3.0819 -0.5525 0.097
C -1.3611 3.7614 -1.6996 -0.130
C -0.4490 3.4525 -2.7105 -0.110
H 0.1701 1.9778 -4.1621 0.114
H -1.3709 4.7685 -1.2817 0.089
H 0.2785 4.1930 -3.0521 0.098
Si -0.6476 -3.3497 -1.6926 0.542
Cl -0.2357 -1.0257 -1.0774 0.543
C -1.6027 -4.2641 -0.3601 -0.184
C 1.1129 -3.8210 -1.1661 -0.255
C -0.9222 -3.6421 -3.4713 -0.198
H -2.5590 -3.8396 -0.0676 -0.011
H -0.9940 -4.2939 0.5604 -0.004
H -1.8086 -5.2877 -0.7131 0.050
H -1.9913 -3.6749 -3.7169 0.047
H -0.4481 -4.6163 -3.6850 0.048
H -0.4397 -2.8720 -4.0841 0.041
H 1.3160 -3.5324 -0.1240 -0.067
H 1.8974 -3.3725 -1.7861 0.026
H 1.2050 -4.9150 -1.1774 0.040
C 2.3484 -0.3178 -0.6476 -0.308
H 2.6253 -1.2922 -1.0833 -0.030
H 3.2224 0.0869 -0.1088 -0.032
H 2.1275 0.3634 -1.4853 -0.025
```

For the energy above the lowest of the compared OMol25 structures with the same formula, charge and spin, the calculation gives 2.2958 eV. The calculation puts the HOMO energy at -3.9 eV.

A molecular structure, C16H34NO14S2 in a non-equilibrium geometry. Source: the OMol25 dataset; level of theory: wB97M-V/def2-TZVPD.

```
67
Properties=species:S:1:pos:R:3:nbo_charge:R:1
C -2.3349 -3.7285 3.4622 -0.259
O -1.6470 -3.8267 2.2057 -0.564
C -1.3328 -2.4825 1.8118 -0.085
C -0.8529 -2.4034 0.3395 -0.425
C -1.5946 -1.3495 -0.5162 -0.645
S -1.4765 0.3505 0.1747 2.188
O -0.8013 1.1585 -0.8946 -0.995
O -0.6392 0.3898 1.3981 -0.949
N -3.0212 0.9785 0.3233 -1.146
S -3.8152 0.3499 1.6526 2.146
O -3.1120 0.4775 2.9543 -0.961
O -4.3675 -1.0304 1.4339 -0.993
C -5.3023 1.4454 1.8016 -0.300
O -6.2782 1.1975 0.8139 -0.506
C -7.3506 0.4472 1.2981 0.243
O -7.3108 -0.8115 0.6382 -0.526
C -7.7956 -1.8188 1.4958 -0.101
C -7.9363 -3.1231 0.6247 -0.070
O -8.2945 -2.7966 -0.7124 -0.704
H -2.1664 -4.6303 4.0702 0.171
H -3.4044 -3.5845 3.2179 0.182
H -1.9841 -2.8275 4.0000 0.181
H -2.1790 -1.8105 2.0327 0.209
H -0.4903 -2.1464 2.4540 0.171
H -1.0753 -3.3909 -0.1182 0.216
H 0.2429 -2.3062 0.3047 0.209
H -2.6409 -1.6491 -0.6952 0.253
H -1.1117 -1.3372 -1.5093 0.241
H -5.6774 1.4417 2.8360 0.199
H -4.9233 2.4688 1.6120 0.214
H -7.3484 0.3155 2.3950 0.142
H -8.3111 0.9254 1.0136 0.139
H -7.0909 -2.0618 2.3103 0.194
H -8.8123 -1.5516 1.8494 0.141
H -6.9923 -3.6819 0.6021 0.190
H -8.7277 -3.7780 1.0452 0.145
H -9.0671 -2.2368 -0.6844 0.456
C 1.0714 3.5693 -2.2976 -0.644
C 1.4012 3.9524 -3.7263 -0.071
O 2.7499 4.4386 -3.8563 -0.498
C 3.6998 3.5123 -3.7914 0.980
O 3.5374 2.3313 -3.6562 -0.644
O 4.8857 4.1232 -3.8924 -0.502
C 5.9875 3.2329 -3.7336 -0.257
H 1.2631 4.4071 -1.6238 0.200
H 0.0269 3.2716 -2.2067 0.254
H 1.6866 2.7388 -1.9556 0.233
H 0.7554 4.7733 -4.0377 0.183
H 1.2292 3.1244 -4.4158 0.189
H 5.9275 2.4019 -4.4352 0.193
H 6.0211 2.8649 -2.7080 0.193
H 6.8974 3.7939 -3.9358 0.188
C 5.7412 -0.8433 -1.3894 -0.643
C 5.5023 -0.2436 -0.0182 -0.073
O 6.5198 -0.6338 0.9182 -0.489
C 7.6982 -0.0415 0.7631 0.982
O 7.9802 0.7845 -0.0622 -0.652
O 8.5316 -0.5307 1.6866 -0.497
C 9.8656 -0.0422 1.5685 -0.256
H 5.8313 -1.9293 -1.3224 0.206
H 4.9226 -0.5945 -2.0654 0.234
H 6.6682 -0.4740 -1.8292 0.218
H 4.5627 -0.6211 0.3818 0.204
H 5.4224 0.8432 -0.0608 0.194
H 9.8893 1.0464 1.5833 0.195
H 10.3231 -0.4215 0.6545 0.186
H 10.4244 -0.4169 2.4233 0.191
```

For the energy above the lowest of the compared OMol25 structures with the same formula, charge and spin, the calculation gives 0.0000 eV. The calculation puts the HOMO energy at -5.9 eV. Its net charge is -1.

A molecular structure, C34H78F4I2N2O12Si2 in a non-equilibrium geometry. Source: the OMol25 dataset; level of theory: wB97M-V/def2-TZVPD.

```
134
Properties=species:S:1:pos:R:3:lowdin_charge:R:1
C -5.1627 -1.4129 -0.1291 -0.101
C -3.9240 -1.0472 -0.9723 -0.285
C -3.6321 -2.0196 -2.1496 -0.224
Si -1.8701 -2.6071 -2.1217 0.514
C -1.5305 -3.3985 -3.8040 -0.170
O -0.3346 -4.2156 -3.7547 -0.032
C -0.1092 -4.9560 -4.8457 -0.765
F 1.0446 -5.5856 -4.6920 0.184
F -1.0692 -5.8723 -5.0079 0.159
F -0.0542 -4.2418 -5.9688 0.175
C -1.6473 -3.8786 -0.7932 -0.139
C -0.2290 -4.4172 -0.5472 -0.411
O 0.1197 -3.9611 0.7602 -0.043
C -0.1125 -5.9499 -0.6651 -0.210
N 1.0588 -6.4676 -1.3711 0.025
O -0.9073 -1.2539 -1.9088 -0.240
Si 0.5077 -0.8773 -2.6138 0.410
C 1.9995 -1.5181 -1.5749 -0.480
O 1.8887 -2.0961 -0.5294 0.072
N 3.2886 -1.2913 -2.1730 0.146
C 4.2339 -2.3098 -2.1144 -0.521
O 4.5558 -2.9786 -1.1992 0.186
F 4.8305 -2.4399 -3.3415 0.089
C 0.6530 0.9708 -2.7396 -0.828
I 1.4679 1.8524 -1.0166 1.012
C 0.2375 1.7398 -3.7378 -0.870
C 0.2932 3.2319 -3.8688 -0.202
I -0.6799 0.8565 -5.4221 0.910
H -5.6101 -2.3512 -0.4678 0.063
H -4.9105 -1.5357 0.9266 0.068
H -5.9334 -0.6420 -0.1943 0.065
H -4.0659 -0.0494 -1.3945 0.099
H -3.0518 -0.9544 -0.3159 0.086
H -4.2981 -2.8889 -2.1179 0.079
H -3.7994 -1.5075 -3.1050 0.082
H -2.4004 -4.0322 -4.0204 0.107
H -1.4269 -2.6542 -4.6017 0.084
H -2.0230 -3.4712 0.1518 0.101
H -2.3441 -4.6785 -1.0874 0.087
H 0.4874 -3.9925 -1.2652 0.107
H 1.0777 -3.8845 0.8314 0.082
H -0.9969 -6.3583 -1.1626 0.107
H -0.1004 -6.3465 0.3567 0.107
H 0.9864 -6.2704 -2.3630 0.048
H 1.9054 -6.0089 -1.0463 0.076
H 0.6855 -1.4853 -3.9456 0.008
H 3.1890 -0.9558 -3.1258 0.126
H 1.0875 3.5137 -4.5671 0.089
H 0.4715 3.7015 -2.9001 0.022
H -0.6432 3.6161 -4.2756 0.061
C -1.3462 3.7197 3.8419 -0.056
C -1.0808 2.9482 2.5623 -0.488
C -0.2263 1.7143 2.8024 -0.062
O -0.4593 3.8083 1.5942 -0.091
H -0.4048 4.0757 4.2716 0.084
H -1.9569 4.5952 3.6322 0.047
H -1.8506 3.1038 4.5890 0.083
H -2.0303 2.6572 2.1134 0.118
H 0.7466 1.9997 3.2160 0.082
H -0.0528 1.1767 1.8698 0.043
H -0.7072 1.0356 3.5081 0.082
H 0.3850 4.0881 1.9676 0.078
C -1.1694 9.2240 2.6054 -0.057
C -0.6317 8.1293 3.5140 -0.494
C 0.8867 8.1041 3.5250 -0.053
O -1.1646 6.8592 3.1414 -0.071
H -0.8441 9.0499 1.5756 0.082
H -2.2595 9.2334 2.6191 0.077
H -0.8065 10.2060 2.9134 0.074
H -0.9989 8.2921 4.5299 0.138
H 1.2679 7.8956 2.5203 0.084
H 1.2493 7.3187 4.1897 0.081
H 1.3015 9.0551 3.8590 0.054
H -0.8667 6.6537 2.2465 0.085
C 8.9786 -1.8297 -2.5299 -0.059
C 8.4294 -0.4224 -2.3599 -0.501
C 8.4906 0.0363 -0.9117 -0.062
O 7.0957 -0.3394 -2.8601 -0.057
H 8.3857 -2.5371 -1.9430 0.082
H 8.9311 -2.1347 -3.5751 0.080
H 10.0144 -1.8928 -2.1937 0.079
H 8.9989 0.2690 -2.9845 0.136
H 7.8868 -0.6247 -0.2834 0.082
H 8.0981 1.0484 -0.8142 0.078
H 9.5143 0.0207 -0.5352 0.079
H 6.5543 -0.9467 -2.3434 0.056
C 3.4409 12.9592 5.2442 -0.062
C 2.2942 11.9937 4.9948 -0.504
C 1.2314 12.0832 6.0782 -0.060
O 2.7757 10.6556 4.8693 -0.065
H 3.9307 12.7241 6.1936 0.081
H 4.1847 12.8828 4.4515 0.079
H 3.0861 13.9894 5.2924 0.080
H 1.8418 12.2119 4.0249 0.137
H 1.6616 11.8238 7.0498 0.082
H 0.4159 11.3890 5.8740 0.073
H 0.8215 13.0915 6.1476 0.080
H 3.1901 10.4086 5.7041 0.092
C -5.5344 -8.4388 -3.6966 -0.062
C -4.2531 -7.6284 -3.7972 -0.503
C -3.0456 -8.4952 -4.1119 -0.055
O -4.0331 -6.8733 -2.6015 -0.067
H -5.4528 -9.1728 -2.8898 0.082
H -6.3831 -7.7903 -3.4800 0.078
H -5.7332 -8.9767 -4.6243 0.080
H -4.3652 -6.8712 -4.5767 0.135
H -2.8871 -9.2328 -3.3199 0.085
H -2.1551 -7.8722 -4.1709 0.058
H -3.1682 -9.0280 -5.0555 0.083
H -3.9227 -7.4984 -1.8755 0.086
C -6.4758 3.9764 1.9401 -0.063
C -4.9844 4.1288 2.1935 -0.499
C -4.5467 5.5835 2.1413 -0.052
O -4.2338 3.3377 1.2713 -0.058
H -6.7277 4.3520 0.9439 0.080
H -6.7685 2.9277 1.9907 0.077
H -7.0595 4.5377 2.6709 0.079
H -4.7401 3.7103 3.1726 0.137
H -4.7520 5.9991 1.1497 0.084
H -3.4790 5.6802 2.3352 0.054
H -5.0852 6.1825 2.8772 0.084
H -4.4021 3.6788 0.3855 0.090
C 0.7755 -9.4506 1.6349 -0.058
C 2.0308 -9.8896 0.8957 -0.508
C 3.2397 -9.0617 1.3049 -0.062
O 1.8331 -9.8354 -0.5101 -0.063
H 0.5474 -8.4082 1.3943 0.062
H -0.0763 -10.0610 1.3346 0.078
H 0.9006 -9.5318 2.7159 0.078
H 2.2259 -10.9433 1.1087 0.134
H 3.0716 -8.0095 1.0575 0.074
H 4.1290 -9.3963 0.7712 0.078
H 3.4271 -9.1338 2.3775 0.077
H 1.6476 -8.9177 -0.7638 0.057
```

The calculation puts the HOMO energy at -9.1 eV.